(1)
{
  "formula": "C37H35AsClN7O6Ta",
  "method": "ωB97M-V/def2-TZVPD",
  "symbols": ["C", "C", "C", "O", "C", "H", "H", "Ta", "H", "H", "C", "H", "C", "H", "H", "C", "O", "C", "H", "C", "C", "H", "H", "C", "H", "C", "H", "O", "H", "C", "O", "C", "N", "C", "Cl", "C", "H", "H", "As", "H", "C", "C", "C", "C", "H", "N", "H", "N", "C", "H", "C", "C", "O", "H", "H", "O", "C", "H", "H", "C", "C", "C", "H", "C", "C", "C", "H", "H", "N", "C", "N", "H", "H", "H", "C", "C", "N", "H", "H", "C", "C", "H", "N", "C", "H", "C", "H", "H"],
  "xyz": [[-1.751299, 2.573601, -3.067855], [-4.378010, 2.938351, -0.106064], [-5.885078, 1.141455, 0.420382], [1.972667, 0.257877, 4.304491], [1.255048, 0.088517, -2.076608], [3.734244, 0.058104, 3.343852], [0.492920, -0.679027, -3.960264], [0.309931, 0.147260, 0.412192], [-6.384912, 3.225834, 0.574209], [-0.948765, 8.006677, 0.695270], [0.524577, -1.663187, 4.800850], [-0.786658, -2.854956, -0.296658], [0.540762, -0.952089, -2.908712], [1.125076, 2.346989, 5.615243], [-1.258609, -1.815412, -2.402174], [-1.403116, -2.605293, 0.555486], [1.301310, 1.264140, -2.309928], [-1.078071, 6.987174, 0.357821], [-2.163166, 3.980673, 1.478238], [-5.620960, 2.501618, 0.326714], [-4.911333, 0.208644, 0.086407], [0.650599, 3.859588, 2.912300], [-0.798977, 0.329169, 7.817454], [-2.028360, 2.780463, -5.802281], [-0.806316, -3.219631, 5.447408], [-3.134685, 2.473869, -5.020309], [-6.863569, 0.808194, 0.739362], [1.257562, -1.206131, 1.629052], [0.071827, 3.234709, -5.826131], [-1.717098, 0.282743, 2.747216], [1.542282, -0.407589, -0.865217], [-0.452798, -2.212947, 5.620887], [0.494600, 3.022683, 2.370231], [0.548173, 0.346447, 6.159108], [-2.194643, -2.136963, 7.673610], [1.149434, 1.683594, 6.480321], [-3.465815, -1.555788, 3.574541], [-1.865356, 6.307597, 2.235868], [-1.709480, 2.592972, -1.130980], [-2.662879, 3.101867, 5.813317], [2.042460, -0.308856, 2.069394], [-0.743188, 6.645136, -0.945596], [-0.785909, 2.988269, -5.215141], [-1.741745, 4.720183, 0.807561], [-0.635202, 5.068291, -2.397568], [-0.666372, 0.981802, 2.221067], [-4.103172, 2.326708, -5.478094], [-0.764385, -0.950373, -2.208299], [-1.580250, 6.027286, 1.230556], [1.027250, -1.917735, -2.788436], [2.779656, -0.461894, 3.390582], [-3.042943, -3.175385, 2.192625], [-0.622412, 1.410560, -0.409743], [-4.164058, 3.995935, -0.198439], [-0.376985, 7.399890, -1.627755], [1.988440, 0.824835, 1.483190], [-0.637611, 2.900283, -3.840321], [0.626687, 2.154770, 7.309348], [1.251431, 2.717587, 1.786026], [-0.432372, 2.189306, 2.852225], [-0.441627, -0.213193, 6.951270], [-2.911167, -1.896357, 2.712201], [-5.133144, -0.849225, 0.140780], [-3.405824, 1.998527, -0.438238], [-2.136148, 1.846776, 4.313649], [1.013203, -0.393535, 5.063096], [-2.139787, 2.871821, -6.874309], [-2.908437, -0.082580, -0.645130], [-2.872082, 2.244410, 5.327888], [-3.005336, 2.368590, -3.645147], [-1.129184, 2.610816, 3.884669], [0.916025, -2.264652, 3.993515], [-3.728187, -3.882965, 2.640397], [-1.331803, -0.207034, -2.609266], [-0.888218, 5.337491, -1.380903], [-3.666881, 0.633295, -0.350294], [-1.296896, -1.356338, 1.033315], [2.195957, 1.560126, 6.763335], [2.916216, -1.506826, 3.669528], [-2.249015, -3.541790, 1.113512], [-0.949589, -1.478838, 6.679781], [-3.864918, 2.144279, -3.024687], [-2.463865, 0.660434, 3.727722], [-1.375473, 4.380080, -0.494192], [0.328191, 3.064167, -3.387412], [-2.004723, -1.027039, 2.130790], [-2.287045, -4.541459, 0.704202], [-3.630345, 1.660242, 5.644077]],
  "forces_ev_per_a": [[0.233, -0.263, 0.584], [0.195, 0.089, -0.082], [-0.044, 0.062, 0.031], [0.201, 0.043, -0.150], [-0.147, 0.732, -1.922], [0.063, -0.069, -0.053], [-0.023, 0.083, 0.039], [-0.874, -2.638, 2.448], [-0.012, -0.011, 0.011], [-0.043, 0.012, -0.009], [0.189, 0.080, -0.130], [0.029, 0.014, 0.019], [0.203, -0.003, 0.224], [-0.002, 0.052, 0.036], [-0.041, -0.019, 0.071], [0.076, -0.054, -0.265], [0.566, -0.497, -0.075], [0.050, -0.072, -0.048], [0.018, 0.021, 0.030], [-0.009, -0.012, -0.035], [0.034, -0.082, -0.063], [-0.021, 0.019, -0.005], [-0.025, 0.004, -0.006], [-0.069, -0.009, 0.042], [-0.024, -0.016, -0.014], [-0.031, 0.041, -0.047], [0.007, -0.013, 0.021], [0.540, -0.643, 0.684], [-0.008, 0.010, -0.012], [0.111, 0.360, 0.085], [1.015, -0.461, -0.188], [-0.098, -0.037, 0.025], [0.011, 0.008, 0.063], [0.031, 0.020, -0.167], [-0.053, -0.016, 0.049], [0.050, -0.065, -0.012], [0.017, -0.047, 0.028], [0.003, -0.011, 0.004], [-1.799, 1.826, -0.736], [0.034, 0.028, -0.020], [0.494, -0.493, 1.436], [0.002, 0.061, -0.006], [0.055, 0.074, 0.044], [0.040, -0.101, 0.074], [-0.001, 0.086, -0.002], [0.056, 0.007, 0.406], [-0.001, -0.003, -0.006], [0.004, -0.039, -0.052], [-0.065, 0.019, 0.041], [-0.052, -0.030, -0.079], [-0.107, 0.256, -0.036], [0.102, 0.037, -0.037], [-1.063, 2.229, -1.455], [-0.105, 0.008, 0.030], [0.025, -0.011, -0.003], [-0.444, 0.197, -0.636], [0.069, -0.057, -0.007], [-0.005, 0.017, 0.000], [0.081, -0.062, 0.058], [-0.005, -0.153, -0.055], [-0.030, -0.030, 0.006], [0.108, 0.109, -0.041], [-0.009, -0.002, 0.005], [0.423, 0.003, -0.039], [0.297, 0.013, -0.321], [-0.278, -0.069, 0.228], [0.016, -0.026, -0.009], [-0.072, -0.086, 0.025], [-0.087, -0.088, 0.053], [-0.023, -0.125, 0.251], [-0.152, 0.270, 0.188], [0.017, -0.015, -0.099], [-0.005, -0.003, -0.006], [-0.066, -0.030, -0.018], [0.061, -0.162, -0.070], [0.064, 0.079, -0.069], [0.608, 0.575, -0.033], [0.004, 0.063, 0.004], [-0.010, 0.025, -0.141], [-0.117, 0.009, 0.027], [0.058, 0.061, -0.095], [-0.031, -0.026, -0.103], [-0.213, -0.250, 0.083], [0.097, -0.589, -0.078], [0.025, 0.015, -0.039], [-0.163, -0.256, 0.094], [0.015, 0.012, -0.035], [0.028, 0.012, 0.064]],
  "mulliken_charge": [0.404, -0.699, -0.796, -0.457, 0.527, 0.519, 0.430, 0.775, 0.499, 0.449, -0.939, 0.608, -0.560, 0.210, 0.371, -0.533, -0.432, -0.713, 0.578, -0.928, -0.457, 0.471, 0.504, -0.602, 0.582, -0.887, 0.463, -0.496, 0.488, 0.819, -0.466, -0.914, 0.172, 0.887, -0.185, -1.499, 0.676, 0.502, 1.490, 0.306, 1.150, -0.803, -1.074, -0.201, 0.445, 1.242, 0.462, -0.378, -1.037, 0.383, -1.053, -0.990, 0.842, 0.597, 0.472, -0.780, -0.399, 0.421, 0.216, -0.515, -0.704, -0.225, 0.511, 0.806, -0.227, 1.077, 0.469, 0.064, -0.210, -0.284, -0.753, 0.450, 0.622, 0.077, -0.724, -0.083, 0.505, 0.371, 0.436, -1.075, -0.010, 0.544, -0.773, 0.566, 0.627, -0.045, 0.534, 0.286],
  "gap_ev": 5.8,
  "lumo_energy_ev": -9.2,
  "charge": 3,
  "relative_energy_kcal_mol": 43.1,
  "energy_ev": -136546.8272,
  "homo_ev": -15.03
}

=====

(2)
{
  "formula": "C37H35BBrF2N6O3S2W",
  "method": "ωB97M-V/def2-TZVPD",
  "symbols": ["H", "H", "C", "C", "H", "C", "C", "C", "F", "C", "C", "H", "H", "S", "H", "H", "H", "H", "F", "H", "H", "H", "H", "C", "H", "C", "C", "O", "H", "C", "H", "C", "B", "H", "H", "Br", "H", "C", "H", "C", "H", "C", "H", "C", "N", "H", "C", "C", "C", "C", "O", "N", "H", "H", "C", "N", "C", "C", "C", "H", "C", "H", "H", "N", "N", "W", "C", "C", "C", "H", "N", "S", "H", "C", "O", "C", "C", "C", "H", "H", "C", "H", "C", "H", "C", "C", "C", "H"],
  "xyz": [[0.918066, -2.268251, 4.011332], [3.323179, -5.653157, 1.526444], [0.002935, 0.065256, 3.696680], [-3.341284, -1.967200, -4.023235], [3.317039, -4.733713, -0.787732], [0.238913, -2.059589, -4.270944], [-2.617410, 5.157571, -0.873393], [0.376349, -1.213388, -5.521302], [-0.852253, -2.351291, -1.034107], [-1.812188, 4.285069, -0.153197], [2.825349, -4.210078, 0.022101], [2.167821, -4.339759, 3.332836], [-0.548448, 2.460099, -2.711197], [2.234690, 0.338218, -1.702737], [-0.351862, -0.398285, -5.485075], [0.180651, -1.813066, -6.408187], [-5.481705, 1.324555, -0.626281], [2.929538, 0.576830, -4.255653], [-1.329379, -2.341011, 1.126538], [0.905400, -2.924604, -4.332043], [1.842958, 0.129736, -6.348580], [-3.095522, 1.337356, -3.267547], [0.310930, 0.804661, 6.984613], [2.169113, -3.019889, -0.222593], [2.117095, -2.595930, -1.212659], [-3.529647, -2.479681, -2.740711], [1.017956, -1.921566, 2.991516], [-0.193759, 1.114268, -0.482466], [1.992222, 3.077655, 2.710914], [-3.204889, -0.598022, -4.220517], [-1.960139, 4.045891, -4.009791], [0.473799, 0.010645, 4.998630], [-0.717531, -1.649701, 0.129718], [5.721444, -1.228833, 4.349042], [-3.197064, 5.911675, -0.352167], [-1.807416, 2.852009, 6.945630], [-4.893147, 1.346692, 1.066168], [1.605100, -2.791739, 1.988560], [-3.087933, -0.204376, -5.224419], [-2.676781, 5.069934, -2.259078], [1.289332, -0.652460, 5.266174], [4.377739, -0.862906, 2.726120], [-3.644133, -3.547223, -2.589128], [2.057276, 2.057573, 2.343806], [2.141164, -0.046358, -4.296594], [0.117471, -1.419198, -2.234292], [-1.930500, 4.103072, -2.927014], [1.781577, -0.643931, -5.587579], [3.408948, -0.011037, 2.193904], [-4.868438, 0.808077, 0.116891], [2.856946, -0.272074, 1.015317], [0.449151, 2.785195, 0.936716], [2.497627, -1.426687, -5.844456], [-0.778600, -2.418501, -4.135479], [-1.071217, 1.727189, 5.626752], [1.563452, -2.334532, 0.740303], [-0.063141, 0.839949, 5.969439], [3.710701, 1.474707, 4.084249], [1.600617, -0.375860, -3.114189], [4.642856, -1.754692, 2.169359], [2.192923, -3.995904, 2.304519], [-3.656336, -2.008383, -0.637172], [-5.201701, -0.221074, 0.254736], [0.568019, -0.766953, 2.650965], [1.237466, 1.736779, 1.415978], [0.883191, -0.193365, 0.661694], [-3.546128, -1.623856, -1.648383], [-3.213466, 0.264962, -3.129583], [-1.141555, 3.218050, -2.207463], [3.467029, 2.406280, 4.588660], [0.592254, -1.248903, -3.107638], [-3.177410, 0.825449, -0.447246], [5.151800, 0.870356, 5.544960], [4.654555, 0.624117, 4.614248], [-2.413819, 0.022793, 0.582264], [2.827996, -4.716099, 1.307013], [-1.081711, 3.312411, -0.821944], [3.050531, 1.157962, 2.890528], [-3.302250, -2.641911, -4.873624], [-3.294338, 5.762723, -2.817794], [-1.549402, 1.786203, 4.328003], [-1.750768, 4.346586, 0.928391], [-3.376845, -0.259186, -1.854229], [-2.341727, 2.481035, 4.072376], [-1.010931, 0.948099, 3.364886], [4.981093, -0.554069, 3.931694], [-0.236623, 2.359972, -0.076906], [-1.422848, 0.930644, 2.365668]],
  "forces_ev_per_a": [[0.035, -0.124, 0.033], [-0.044, 0.028, 0.038], [0.025, -0.064, -0.274], [-0.102, -0.022, 0.070], [-0.046, 0.070, 0.034], [0.055, 0.153, 0.073], [-0.016, 0.001, 0.024], [-0.074, 0.102, 0.049], [-0.139, 0.299, -0.095], [-0.039, 0.096, 0.052], [0.036, -0.076, -0.167], [0.061, -0.016, -0.113], [-0.082, 0.039, 0.039], [0.136, -0.395, 0.217], [0.012, -0.061, -0.015], [-0.013, 0.011, -0.043], [0.030, -0.065, 0.090], [0.038, 0.024, 0.019], [0.057, 0.116, -0.249], [-0.018, -0.069, 0.008], [0.049, 0.062, -0.037], [0.051, -0.143, 0.042], [-0.019, -0.002, -0.059], [-0.101, -0.017, -0.307], [0.035, 0.095, -0.094], [0.008, 0.073, -0.025], [-0.137, -0.520, 0.117], [-0.709, 0.515, 0.373], [0.081, 0.023, 0.033], [-0.027, -0.017, 0.013], [-0.004, 0.014, 0.069], [0.285, -0.072, 0.156], [-0.845, -1.037, 0.753], [-0.040, 0.074, -0.050], [0.053, -0.057, -0.047], [-0.001, 0.042, 0.026], [-0.020, -0.030, -0.098], [-0.209, 0.022, 0.581], [0.000, -0.006, 0.078], [0.045, -0.052, 0.010], [0.009, 0.119, -0.001], [0.086, -0.053, 0.083], [0.002, 0.083, -0.026], [0.687, 0.117, 0.566], [0.026, -0.188, -0.117], [0.033, -0.036, -0.037], [-0.030, 0.020, 0.023], [-0.020, 0.067, 0.198], [-0.022, 0.308, -0.112], [-0.261, 0.042, 0.093], [0.448, -0.260, 0.501], [0.054, 0.009, -0.023], [0.044, -0.033, -0.001], [0.033, 0.029, 0.035], [0.018, -0.034, -0.020], [-0.095, 0.364, -0.401], [0.041, -0.043, 0.052], [-0.104, 0.171, 0.018], [-0.309, 0.110, -0.118], [0.016, 0.048, 0.013], [0.222, -0.409, 0.409], [0.067, 0.028, -0.137], [0.017, 0.068, 0.005], [-0.467, 0.331, 0.515], [-0.840, 0.672, -0.315], [2.088, 0.270, -2.179], [-0.093, 0.032, -0.044], [-0.022, 0.047, -0.055], [0.036, -0.001, -0.107], [-0.009, -0.115, -0.023], [0.208, -0.015, -0.117], [0.141, -0.282, 0.087], [-0.040, -0.025, -0.079], [0.156, -0.155, 0.057], [-0.501, -0.017, -0.148], [-0.003, -0.119, 0.207], [0.063, -0.019, -0.105], [-0.071, 0.117, 0.081], [-0.072, 0.073, 0.083], [0.019, -0.042, 0.013], [-0.049, 0.022, -0.059], [0.009, 0.014, -0.103], [0.153, -0.100, -0.094], [0.071, -0.110, 0.009], [-0.216, -0.051, -0.074], [-0.042, 0.084, 0.082], [0.110, -0.222, 0.195], [0.005, 0.071, -0.155]],
  "mulliken_charge": [0.796, 0.461, -0.085, -0.716, 0.507, -0.483, -0.813, -0.455, -0.408, -0.341, -0.886, 0.559, 0.476, -0.500, 0.180, 0.426, 0.403, 0.252, -0.100, 0.362, 0.442, 0.406, 0.444, -0.381, 0.183, -0.598, -0.437, -0.031, 0.523, -0.360, 0.450, -0.843, 0.159, 0.447, 0.416, -0.171, 0.444, 0.438, 0.479, -0.528, 0.409, -0.495, 0.401, -0.315, -0.222, -0.442, -0.600, -0.828, 0.442, -1.210, -0.470, -1.404, 0.311, 0.023, -0.074, 0.505, -0.849, -0.671, 0.813, 0.545, -0.763, 0.392, 0.394, 1.250, 1.061, -0.012, -0.542, -0.751, -0.105, 0.479, 0.673, 0.788, 0.427, -0.797, -0.671, -0.670, -0.364, 0.608, 0.411, 0.418, -0.936, 0.495, 0.614, 0.506, 0.170, -0.665, 1.126, 0.476],
  "gap_ev": [6.0, 6.8],
  "spin_multiplicity": 3,
  "lumo_energy_ev": [-3.5, -3.8],
  "charge": 1,
  "relative_energy_kcal_mol": 35.1,
  "energy_ev": -153669.3534,
  "homo_ev": [-9.57, -10.54]
}

=====

Q: Which M values were calculated for the entries above? A: 965.1; 988.4, in g mol⁻¹.